(1)
The following is a quantum chemistry calculation of one molecule with the formula C8H8, from the Open Molecules 2025 dataset.

The calculation puts the orbital gap (spin up / spin down) at 6.8 / 7.7 eV. The molar mass is 104.15 g mol⁻¹.

ORCA input file:
```
! wB97M-V def2-TZVPD RIJCOSX def2/J DEFGRID3
* xyz 0 1
C -1.36 -1.40 -0.97
C -1.96 -0.24 -0.44
C -0.13 -1.51 -0.34
C -1.19 0.33 0.56
C 1.64 1.01 0.21
C 1.44 1.84 -0.76
C 1.32 -0.05 1.37
C 0.01 -0.47 0.58
H -1.84 -2.14 -1.60
H -3.00 -0.08 -0.62
H 0.59 -2.28 -0.33
H -1.37 1.24 1.10
H 0.73 1.88 -1.64
H 2.35 2.40 -0.89
H 1.89 -0.93 1.53
H 0.87 0.40 2.25
*
```

Results of the Löwdin charge analysis, in e, for atoms 1 through 2: -0.09 -0.13

(2)
The following is a quantum chemistry calculation of a 2-piece molecular cluster, C8H8 overall, from the Open Molecules 2025 dataset.

The calculation puts the orbital gap at 10.4 eV. The SMILES is c1ccccc1.C#C. The molar mass is 104.15 g mol⁻¹.

ORCA input file:
```
! wB97M-V def2-TZVPD RIJCOSX def2/J DEFGRID3
* xyz 0 1
C -1.02 0.44 1.18
C -0.11 -0.41 1.50
C 0.10 -1.49 0.65
C -0.33 -1.46 -0.74
C -1.23 -0.47 -1.04
C -1.57 0.50 -0.10
H -1.32 1.13 1.80
H 0.32 -0.55 2.54
H 1.14 -2.10 0.85
H -0.04 -2.05 -1.44
H -1.69 -0.59 -2.05
H -2.22 1.34 -0.12
C 1.54 1.06 -0.73
C 2.49 1.75 -0.95
H 0.51 0.86 -0.30
H 3.44 2.06 -1.06
*
```

Results of the Löwdin charge analysis, in e, for atoms 1 through 2: -0.16 -0.16

(2) wins, 0.0313 hartree ahead of the next structure.

(1)
The following is a quantum chemistry calculation of CH4N2 as an isolated structure, from the Open Molecules 2025 dataset.

The calculation puts the orbital gap at 10.6 eV. The molar mass is 44.06 g mol⁻¹.

ORCA input file:
```
! wB97M-V def2-TZVPD RIJCOSX def2/J DEFGRID3
* xyz 0 1
C -0.44 -0.07 -0.11
N 0.87 -0.62 -0.15
N 0.69 0.79 0.03
H -0.97 -0.10 -1.06
H -1.07 -0.19 0.76
H 1.29 -1.09 1.01
H 0.95 1.29 -0.82
*
```

Results of the Löwdin charge analysis, in e, for atoms 1 through 2: -0.30 -0.11

(2)
The following is a quantum chemistry calculation of one molecule with the formula CH4N2, from the Open Molecules 2025 dataset.

The calculation puts the orbital gap at 10.4 eV. The SMILES is [H]/N=C\N. The molar mass is 44.06 g mol⁻¹.

ORCA input file:
```
! wB97M-V def2-TZVPD RIJCOSX def2/J DEFGRID3
* xyz 0 1
H -0.42 1.53 -0.82
N -1.07 1.00 -0.26
C -0.55 -0.06 0.18
N 0.74 -0.51 0.01
H -1.17 -0.72 0.82
H 1.05 -1.34 0.48
H 1.43 0.09 -0.42
*
```

Results of the Löwdin charge analysis, in e, for atoms 1 through 2: 0.03 0.05

(3)
The following is a quantum chemistry calculation of one molecule with the formula CH4N2, from the Open Molecules 2025 dataset.

The calculation puts the orbital gap at 10.1 eV. The SMILES is [H]/N=N/C. The molar mass is 44.06 g mol⁻¹.

ORCA input file:
```
! wB97M-V def2-TZVPD RIJCOSX def2/J DEFGRID3
* xyz 0 1
H -2.24 -0.48 -0.20
N -1.50 0.28 -0.07
N -0.42 -0.53 0.27
C 0.83 0.11 0.09
H 1.22 -0.62 -0.61
H 1.41 0.10 0.97
H 0.69 1.15 -0.45
*
```

Results of the Löwdin charge analysis, in e, for atoms 1 through 2: 0.05 0.04

(2) wins, 0.0890 hartree ahead of the next structure.